a) This record from the Open Molecules 2025 dataset describes one molecule with the formula C9H14N2O7. The level of theory is ωB97M-V/def2-TZVPD.

Each atom is followed by the atoms it is bonded to, with distances in Å.
Element x y z (Å)
1 N 2.99 -0.02 0.21  C2 1.453, H19 1.075, H20 1.022
2 C 2.01 0.96 0.66  N1 1.453, C3 1.570, C8 1.569, H21 1.180
3 C 2.12 2.28 -0.18  C2 1.570, C4 1.576, H22 1.080, H23 1.116
4 C 2.18 2.08 -1.74  C3 1.576, C5 1.628, H24 1.122, H25 1.158
5 C 1.27 0.81 -2.21  C4 1.628, O6 1.245, O7 1.369
6 O 1.53 -0.41 -2.13  C5 1.245
7 O 0.08 1.24 -2.73  C5 1.369, H26 1.121
8 C 0.51 0.50 0.75  C2 1.569, O9 1.277, N10 1.316
9 O -0.46 1.33 0.69  C8 1.277
10 N 0.21 -0.77 0.85  C8 1.316, C11 1.436, H27 1.013
11 C -1.07 -1.37 0.57  N10 1.436, C12 1.472, C16 1.525, H28 1.082
12 C -2.20 -1.01 1.44  C11 1.472, C13 1.454, H29 1.037, H30 1.186
13 C -3.19 -2.08 1.48  C12 1.454, O14 1.242, O15 1.501
14 O -3.16 -3.21 0.96  C13 1.242
15 O -4.12 -1.58 2.54  C13 1.501, H31 1.059
16 C -1.60 -1.15 -0.84  C11 1.525, O17 1.207, O18 1.386
17 O -1.99 -2.13 -1.42  C16 1.207
18 O -1.61 0.14 -1.35  C16 1.386, H32 1.056
19 H 3.29 -0.58 1.07  N1 1.075
20 H 2.68 -0.67 -0.51  N1 1.022
21 H 2.22 1.14 1.81  C2 1.180
22 H 3.04 2.74 0.13  C3 1.080
23 H 1.21 2.84 0.14  C3 1.116
24 H 3.24 1.77 -1.92  C4 1.122
25 H 1.95 3.01 -2.39  C4 1.158
26 H -0.40 0.27 -3.01  O7 1.121
27 H 1.07 -1.30 0.94  N10 1.013
28 H -1.03 -2.45 0.55  C11 1.082
29 H -2.70 -0.14 1.22  C12 1.037
30 H -2.01 -0.77 2.59  C12 1.186
31 H -4.97 -2.22 2.51  O15 1.059
32 H -1.07 0.75 -0.68  O18 1.056

- Kohn-Sham gap (eV) = 10.16
- M (u) = 262.2
- SMILES string = N[C@@H](CCC(=O)O)C(=O)N[C@@H](CC(=O)O)C(=O)O



b) This record from the Open Molecules 2025 dataset describes one molecule with the formula C9H14N2O7. The level of theory is ωB97M-V/def2-TZVPD.

Each atom is followed by the atoms it is bonded to, with distances in Å.
Element x y z (Å)
1 N -1.19 -1.36 0.93  C2 1.398, H19 1.023, H20 1.092
2 C -0.79 -1.91 -0.29  N1 1.398, C3 1.535, C8 1.589, H21 1.112
3 C -1.64 -1.61 -1.54  C2 1.535, C4 1.565, H22 1.152, H23 1.049
4 C -2.12 -0.19 -1.98  C3 1.565, C5 1.526, H24 1.202, H25 1.045
5 C -2.59 0.56 -0.74  C4 1.526, O6 1.221, O7 1.367
6 O -1.96 1.40 -0.11  C5 1.221
7 O -3.79 0.08 -0.29  C5 1.367, H26 1.007
8 C 0.68 -1.40 -0.65  C2 1.589, O9 1.273, N10 1.349
9 O 1.29 -2.22 -1.40  C8 1.273
10 N 1.26 -0.30 -0.11  C8 1.349, C11 1.368, H27 1.034
11 C 0.85 0.63 0.81  N10 1.368, C12 1.600, C16 1.561, H28 1.092
12 C 2.17 0.97 1.65  C11 1.600, C13 1.576, H29 1.120, H30 1.115
13 C 3.48 0.95 0.78  C12 1.576, O14 1.218, O15 1.320
14 O 3.58 0.59 -0.38  C13 1.218
15 O 4.53 0.93 1.57  C13 1.320, H31 0.969
16 C 0.56 1.93 -0.01  C11 1.561, O17 1.167, O18 1.398
17 O 0.59 2.02 -1.17  C16 1.167
18 O 0.25 2.93 0.92  C16 1.398, H32 0.992
19 H -1.47 -2.10 1.57  N1 1.023
20 H -2.17 -0.88 0.84  N1 1.092
21 H -0.81 -3.02 -0.23  C2 1.112
22 H -2.59 -2.09 -1.11  C3 1.152
23 H -1.38 -2.38 -2.20  C3 1.049
24 H -1.42 0.45 -2.72  C4 1.202
25 H -3.00 -0.36 -2.52  C4 1.045
26 H -3.96 0.69 0.49  O7 1.007
27 H 1.88 -0.02 -0.88  N10 1.034
28 H 0.01 0.15 1.32  C11 1.092
29 H 2.16 1.87 2.32  C12 1.120
30 H 2.35 0.12 2.35  C12 1.115
31 H 5.26 0.88 0.94  O15 0.969
32 H -0.02 2.71 1.84  O18 0.992

- Kohn-Sham gap (eV) = 9.05
- M (u) = 262.2
- SMILES string = N[C@@H](CCC(=O)O)C(=O)N[C@@H](CC(=O)O)C(=O)O



Name the most stable of them. a).



a) This record from the Open Molecules 2025 dataset describes one molecule with the formula C2H3FO3. The level of theory is ωB97M-V/def2-TZVPD.

Each atom is followed by the atoms it is bonded to, with distances in Å.
Element x y z (Å)
1 O 0.46 0.27 1.45  C2 1.205
2 C 0.23 -0.03 0.30  O1 1.205, C3 1.698, O5 1.254
3 C -1.28 -0.05 -0.46  C2 1.698, F4 1.366, H7 1.181, H8 1.092
4 F -2.14 0.37 0.53  C3 1.366
5 O 1.11 -0.13 -0.59  C2 1.254, O6 1.390
6 O 2.40 -0.12 -0.09  O5 1.390, H9 0.965
7 H -1.60 -1.15 -0.74  C3 1.181
8 H -1.41 0.71 -1.23  C3 1.092
9 H 2.24 0.14 0.83  O6 0.965

- Kohn-Sham gap (eV) = 12.06
- M (u) = 94.0
- SMILES string = O=C(CF)OO



b) This record from the Open Molecules 2025 dataset describes a 2-piece molecular cluster, C2H3FO3 overall. The level of theory is ωB97M-V/def2-TZVPD.

Each atom is followed by the atoms it is bonded to, with distances in Å.
Element x y z (Å)
1 O -3.28 -1.58 -0.22  C2 1.158
2 C -3.17 -0.99 0.77  O1 1.158, O3 1.139
3 O -3.27 -0.37 1.73  C2 1.139
4 O -0.80 -0.39 -0.03  C5 1.308, H7 1.037
5 C -0.34 0.45 -0.92  O4 1.308, F6 1.454, H8 1.120, H9 1.084
6 F 1.11 0.40 -1.02  C5 1.454
7 H -0.89 -1.38 -0.31  O4 1.037
8 H -0.39 1.53 -0.65  C5 1.120
9 H -0.60 0.25 -1.96  C5 1.084

- Kohn-Sham gap (eV) = 12.21
- M (u) = 94.0
- SMILES string = O=C=O.OCF



Name the most stable of them. b).



a) This record from the Open Molecules 2025 dataset describes a 2-piece molecular cluster, C3H8NO3 overall. The level of theory is ωB97M-V/def2-TZVPD.

Each atom is followed by the atoms it is bonded to, with distances in Å.
Element x y z (Å)
1 O -1.39 -1.40 1.29  C2 1.246
2 C -1.07 -0.22 1.08  O1 1.246, N3 1.367, C6 1.698
3 N -0.37 0.37 0.07  C2 1.367, C4 1.635, H7 0.983
4 C 0.62 -0.62 -0.77  N3 1.635, O5 1.265, H8 1.123, H9 1.200
5 O 1.79 -0.14 -0.78  C4 1.265
6 C -1.41 0.90 2.31  C2 1.698, H10 1.012, H11 1.098, H12 1.110
7 H -0.02 1.29 0.06  N3 0.983
8 H 0.07 -0.57 -1.74  C4 1.123
9 H 0.67 -1.65 -0.15  C4 1.200
10 H -1.53 1.84 1.96  C6 1.012
11 H -2.37 0.57 2.74  C6 1.098
12 H -0.65 0.76 3.10  C6 1.110
13 H 2.16 0.08 -2.46  O15 0.938
14 H 1.46 -1.01 -3.36  O15 0.990
15 O 2.03 -0.20 -3.35  H13 0.938, H14 0.990

- Kohn-Sham gap (eV) = 7.69
- net charge = -1
- M (u) = 106.1



b) This record from the Open Molecules 2025 dataset describes a 2-piece molecular cluster, C3H8NO3 overall. The level of theory is ωB97M-V/def2-TZVPD.

Each atom is followed by the atoms it is bonded to, with distances in Å.
Element x y z (Å)
1 C -1.17 -1.56 -1.13  N2 1.366, O6 1.187, H7 1.152
2 N 0.18 -1.79 -1.06  C1 1.366, C3 1.456, H8 1.030
3 C 1.12 -0.82 -0.53  N2 1.456, C4 1.639, H9 1.105, H10 1.185
4 C 0.61 -0.09 0.84  C3 1.639, O5 1.341, H11 1.207, H12 1.182
5 O 1.54 0.81 1.22  C4 1.341
6 O -1.86 -2.10 -1.93  C1 1.187
7 H -1.29 -0.77 -0.30  C1 1.152
8 H 0.52 -2.65 -1.52  N2 1.030
9 H 1.30 0.02 -1.24  C3 1.105
10 H 2.14 -1.38 -0.30  C3 1.185
11 H 0.39 -0.90 1.71  C4 1.207
12 H -0.47 0.38 0.79  C4 1.182
13 H -0.45 3.94 0.65  O15 0.976
14 H -1.30 2.99 1.63  O15 1.012
15 O -1.27 3.89 1.17  H13 0.976, H14 1.012

- Kohn-Sham gap (eV) = 6.76
- net charge = -1
- M (u) = 106.1



c) This record from the Open Molecules 2025 dataset describes a 2-piece molecular cluster, C3H8NO3 overall. The level of theory is ωB97M-V/def2-TZVPD.

Each atom is followed by the atoms it is bonded to, with distances in Å.
Element x y z (Å)
1 C 0.27 1.45 0.69  N2 1.445, H7 1.097, H8 1.077, H9 1.106
2 N 1.31 0.52 1.08  C1 1.445, C3 1.459, H10 1.011
3 C 0.90 -0.87 0.93  N2 1.459, C4 1.567, H11 1.087, H12 1.092
4 C 0.29 -1.21 -0.47  C3 1.567, O5 1.257, O6 1.244
5 O -0.92 -1.55 -0.47  C4 1.257
6 O 1.07 -1.10 -1.44  C4 1.244
7 H 0.65 2.48 0.65  C1 1.097
8 H -0.56 1.37 1.37  C1 1.077
9 H -0.15 1.32 -0.32  C1 1.106
10 H 2.09 0.64 0.45  N2 1.011
11 H 0.10 -1.12 1.63  C3 1.087
12 H 1.76 -1.51 1.10  C3 1.092
13 H -1.87 0.49 -1.79  O15 0.967
14 H -2.30 -0.82 -1.43  O15 0.991
15 O -2.64 -0.07 -1.98  H13 0.967, H14 0.991

- Kohn-Sham gap (eV) = 8.31
- net charge = -1
- M (u) = 106.1



d) This record from the Open Molecules 2025 dataset describes a 2-piece molecular cluster, C3H8NO3 overall. The level of theory is ωB97M-V/def2-TZVPD.

Each atom is followed by the atoms it is bonded to, with distances in Å.
Element x y z (Å)
1 O 0.26 -0.36 2.07  C2 1.266
2 C -0.12 -1.56 1.93  O1 1.266, O3 1.320, H4 1.095
3 O -0.23 -2.30 0.84  C2 1.320
4 H -0.42 -1.99 2.89  C2 1.095
5 H 0.41 -1.48 -0.35  O7 0.996
6 C 0.26 0.50 -0.59  O7 1.429, C8 1.520, H10 1.093, H11 1.104
7 O 0.60 -0.80 -1.06  H5 0.996, C6 1.429
8 C -0.19 1.41 -1.72  C6 1.520, N9 1.474, H12 1.109, H13 1.085
9 N -0.47 2.74 -1.14  C8 1.474, H14 1.011, H15 1.002
10 H -0.51 0.38 0.18  C6 1.093
11 H 1.13 0.92 -0.06  C6 1.104
12 H 0.69 1.46 -2.39  C8 1.109
13 H -1.03 0.91 -2.19  C8 1.085
14 H -0.38 3.42 -1.88  N9 1.011
15 H -1.37 2.87 -0.72  N9 1.002

- Kohn-Sham gap (eV) = 8.50
- net charge = -1
- M (u) = 106.1



Name the most stable of them. c).